The following is a quantum chemistry calculation of a 4-piece molecular cluster, C33H62ClN2O17P5S2 overall at a distorted geometry, from the Open Molecules 2025 dataset.

XYZ file:
```
122
Properties=species:S:1:pos:R:3:lowdin_charge:R:1
C -1.956 -2.102 2.582 -0.098
C -2.477 -0.966 1.586 -0.375
C -3.123 -1.746 0.346 -0.072
C -1.297 0.000 1.187 -0.165
C -0.088 -0.868 0.622 -0.150
C 0.807 -0.116 -0.414 -0.096
C 2.232 0.007 -0.050 0.033
C 3.206 0.705 -0.911 -0.103
C 4.703 0.827 -0.418 -0.113
O 4.627 1.394 0.919 -0.182
O 4.839 2.762 0.844 -0.048
C 2.754 1.260 -2.183 -0.180
C 3.766 1.986 -3.117 -0.182
C 4.755 1.023 -3.884 -0.178
C 4.059 -0.141 -4.694 -0.262
N 4.923 -1.351 -4.569 -0.029
C 1.334 1.131 -2.520 -0.349
C 0.325 0.470 -1.700 -0.160
N -1.098 0.361 -1.991 0.070
C -1.418 0.304 -3.404 -0.138
C -2.649 -0.446 -3.780 -0.166
O -3.398 -1.064 -2.771 -0.081
C -4.528 -0.188 -2.501 -0.114
C -4.252 0.932 -1.425 -0.366
C -4.067 2.383 -2.017 -0.034
O -5.376 0.926 -0.512 -0.065
C -3.080 -0.528 -5.179 -0.012
C -2.340 0.136 -6.275 -0.384
P -3.043 -0.004 -8.014 0.350
S -4.275 1.500 -8.318 0.042
C -1.097 0.865 -5.925 -0.410
P -0.028 1.698 -7.215 0.562
O 0.527 0.432 -8.207 -0.383
Cl -1.162 2.910 -8.494 0.162
C -0.687 0.933 -4.500 -0.412
S 0.809 1.870 -4.104 0.957
H -2.856 -2.537 3.104 0.085
H -1.499 -2.954 2.004 0.077
H -1.281 -1.695 3.377 0.072
H -3.266 -0.381 2.141 0.129
H -4.131 -1.287 0.160 0.068
H -2.473 -1.506 -0.541 0.057
H -3.161 -2.845 0.537 0.079
H -0.899 0.513 2.113 0.119
H -1.585 0.828 0.487 0.087
H 0.554 -1.112 1.518 0.106
H -0.416 -1.868 0.220 0.121
H 2.595 -0.402 0.926 0.112
H 5.182 -0.179 -0.328 0.137
H 5.288 1.558 -1.031 0.110
H 3.971 3.180 1.011 0.123
H 3.304 2.676 -3.866 0.086
H 4.406 2.639 -2.452 0.110
H 5.298 1.665 -4.641 0.114
H 5.549 0.620 -3.205 0.099
H 2.996 -0.327 -4.372 0.098
H 4.029 0.134 -5.786 0.115
H 4.599 -1.933 -3.796 0.063
H 4.969 -1.869 -5.444 0.056
H -1.545 1.186 -1.581 0.100
H -4.914 0.288 -3.443 0.131
H -5.354 -0.831 -2.085 0.128
H -3.345 0.727 -0.790 0.105
H -2.988 2.652 -2.209 0.078
H -4.413 3.108 -1.221 0.092
H -4.614 2.573 -2.975 0.090
H -5.917 1.719 -0.666 0.089
H -3.993 -1.092 -5.500 0.113
H -2.025 0.012 -9.006 -0.030
H -3.860 -1.174 -8.035 -0.018
H 0.151 -0.422 -7.926 0.037
C 7.397 4.175 2.306 -0.100
O 7.240 4.496 3.688 -0.207
P 6.158 5.591 4.102 0.368
O 4.993 5.688 3.212 -0.231
O 7.011 6.935 4.252 -0.228
C 7.597 7.495 3.084 -0.097
O 5.848 5.178 5.601 -0.198
C 5.736 6.198 6.592 -0.099
H 6.806 3.290 2.073 0.072
H 7.088 4.996 1.658 0.080
H 8.449 3.961 2.120 0.091
H 6.919 7.432 2.231 0.088
H 8.527 6.967 2.858 0.091
H 7.824 8.541 3.277 0.090
H 5.041 6.977 6.274 0.093
H 6.717 6.631 6.790 0.087
H 5.368 5.746 7.512 0.090
C 3.261 -4.454 4.270 -0.105
O 3.120 -4.120 5.648 -0.210
P 2.022 -3.041 6.072 0.368
O 0.843 -2.977 5.200 -0.228
O 2.852 -1.681 6.190 -0.226
C 3.408 -1.124 5.006 -0.093
O 1.746 -3.444 7.579 -0.196
C 1.631 -2.417 8.562 -0.098
H 2.686 -5.356 4.056 0.093
H 2.925 -3.648 3.617 0.074
H 4.315 -4.648 4.072 0.090
H 2.716 -1.208 4.165 0.080
H 4.343 -1.637 4.769 0.092
H 3.620 -0.071 5.182 0.093
H 0.916 -1.655 8.248 0.093
H 2.607 -1.963 8.737 0.087
H 1.289 -2.866 9.492 0.090
C -6.365 -3.757 -1.826 -0.106
O -7.176 -3.304 -0.745 -0.214
P -7.779 -4.380 0.268 0.368
O -6.971 -5.592 0.445 -0.225
O -9.262 -4.627 -0.275 -0.228
C -9.421 -5.257 -1.539 -0.098
O -8.000 -3.501 1.568 -0.196
C -9.205 -3.655 2.314 -0.098
H -5.313 -3.679 -1.545 0.089
H -6.591 -4.786 -2.105 0.079
H -6.551 -3.114 -2.687 0.087
H -8.706 -6.071 -1.668 0.088
H -9.288 -4.516 -2.332 0.090
H -10.430 -5.661 -1.601 0.090
H -9.389 -4.706 2.545 0.093
H -10.044 -3.245 1.750 0.087
H -9.109 -3.096 3.243 0.090
```

The HOMO energy comes out at -8.16 eV. Its gap between HOMO and LUMO is 0.2798 hartree. As for the SMILES: CC(C)CCc1cc(COO)c(CCCN)c2c1Nc1c(OC[C@@H](C)O)cc([PH2]=S)c(P(O)Cl)c1S2.COP(=O)(OC)OC.COP(=O)(OC)OC.COP(=O)(OC)OC. For the energy, the calculation gives -153652.146 eV. As for the LUMO energy: -0.55 eV. The total charge is 0.



The following is a quantum chemistry calculation of a 12-piece molecular cluster, C33H62O19 overall at a distorted geometry, from the Open Molecules 2025 dataset.

XYZ file:
```
114
Properties=species:S:1:pos:R:3:lowdin_charge:R:1
C 1.793 3.090 2.882 -0.163
O 2.672 3.636 1.901 -0.146
H 1.374 2.165 2.497 0.066
H 2.235 3.009 3.850 0.068
H 0.942 3.772 3.085 0.076
H 2.833 4.625 2.104 0.131
C -0.112 -0.312 0.259 -0.150
O -0.578 0.729 1.025 -0.094
H 0.257 -1.160 0.875 0.071
H -0.816 -0.710 -0.471 0.071
H 0.822 0.029 -0.193 0.066
H -1.280 0.453 1.633 0.081
C -3.882 0.164 -2.562 -0.135
O -2.468 0.025 -2.402 -0.189
H -3.996 1.083 -3.266 0.098
H -4.254 -0.817 -2.987 0.100
H -4.303 0.352 -1.596 0.051
H -2.138 -0.627 -3.067 0.037
C -0.726 -2.508 -4.998 -0.131
O -1.447 -2.079 -3.861 -0.135
H 0.209 -2.938 -4.711 0.049
H -1.246 -3.309 -5.570 0.095
H -0.573 -1.663 -5.678 0.066
H -1.160 -2.655 -3.118 0.062
C 3.020 -2.883 -3.974 -0.157
O 2.796 -1.802 -3.155 -0.132
H 2.120 -3.276 -4.437 0.068
H 3.740 -2.552 -4.693 0.081
H 3.410 -3.598 -3.319 0.061
H 2.154 -1.228 -3.594 0.029
O -0.465 -1.316 3.649 0.112
C 0.604 -0.831 3.852 -0.453
O 1.632 -1.005 2.996 0.012
C 2.746 -0.232 3.441 -0.151
C 2.649 -0.167 4.962 -0.129
C 1.129 -0.057 5.102 -0.056
H 2.648 0.743 3.028 0.086
H 3.643 -0.780 3.128 0.122
H 3.231 0.677 5.354 0.122
H 2.964 -1.077 5.464 0.120
H 0.658 0.932 5.055 0.124
H 0.830 -0.538 6.043 0.125
O -1.456 3.157 3.281 0.077
C -1.920 3.331 2.172 -0.443
O -3.057 2.656 1.803 -0.014
C -3.295 2.778 0.349 -0.108
C -2.478 4.057 -0.008 -0.150
C -1.348 4.150 0.983 -0.064
H -4.353 2.921 0.051 0.138
H -2.879 1.904 -0.110 0.095
H -3.250 4.920 0.052 0.146
H -2.257 3.906 -1.050 0.093
H -0.979 5.117 1.334 0.128
H -0.485 3.551 0.704 0.107
O 1.067 -0.248 -4.788 0.075
C 0.293 0.691 -4.692 -0.434
O 0.186 1.466 -3.611 0.018
C -0.791 2.453 -3.756 -0.132
C -1.194 2.471 -5.288 -0.085
C -0.756 1.072 -5.734 -0.043
H -0.252 3.351 -3.554 0.110
H -1.569 2.175 -3.091 0.094
H -0.719 3.268 -5.845 0.111
H -2.246 2.710 -5.281 0.101
H -0.374 0.948 -6.727 0.126
H -1.451 0.286 -5.565 0.104
O -0.482 -3.965 -1.827 0.089
C -0.795 -4.084 -0.658 -0.513
O -0.084 -4.820 0.169 0.021
C -0.550 -4.754 1.563 -0.116
C -1.665 -3.787 1.582 -0.141
C -1.963 -3.502 0.081 -0.044
H 0.315 -4.506 2.150 0.106
H -0.845 -5.814 1.662 0.141
H -1.442 -2.854 2.162 0.099
H -2.514 -4.288 2.097 0.125
H -2.181 -2.482 -0.175 0.102
H -2.771 -4.224 -0.269 0.158
O 2.840 -4.648 2.220 0.132
C 3.244 -3.790 1.509 -0.469
O 4.418 -3.150 1.854 -0.008
C 4.754 -2.147 0.893 -0.169
C 3.445 -1.766 0.190 -0.128
C 2.714 -3.129 0.266 -0.046
H 5.557 -2.577 0.273 0.131
H 5.182 -1.264 1.434 0.125
H 3.677 -1.531 -0.833 0.085
H 2.883 -0.995 0.712 0.091
H 3.078 -3.823 -0.504 0.145
H 1.642 -3.096 0.219 0.095
O -4.950 0.370 2.073 0.063
C -4.556 0.629 3.212 -0.497
O -5.275 1.385 3.976 0.066
C -4.791 1.396 5.327 -0.123
C -3.597 0.483 5.417 -0.132
C -3.350 0.050 3.981 -0.065
H -5.628 1.135 5.905 0.114
H -4.479 2.367 5.556 0.110
H -3.775 -0.400 6.036 0.119
H -2.729 1.004 5.778 0.108
H -3.315 -1.063 3.823 0.142
H -2.461 0.451 3.660 0.055
O 2.235 3.296 -4.645 0.075
C 2.478 2.848 -3.510 -0.484
O 2.022 3.403 -2.407 0.032
C 2.178 2.568 -1.248 -0.100
C 2.832 1.245 -1.740 -0.134
C 3.284 1.642 -3.112 -0.074
H 1.211 2.408 -0.832 0.100
H 2.716 3.120 -0.511 0.098
H 2.224 0.356 -1.679 0.077
H 3.636 0.990 -1.055 0.109
H 3.238 0.851 -3.874 0.123
H 4.289 2.008 -3.069 0.128
```

The HOMO energy comes out at -9.76 eV. Its gap between HOMO and LUMO is 0.3730 hartree. For the energy relative to the best compared isomer or geometry (same formula, charge and spin), the calculation gives 13.3 kcal per mole. As for the SMILES: O=C1CCCO1.O=C1CCCO1.O=C1CCCO1.O=C1CCCO1.O=C1CCCO1.O=C1CCCO1.O=C1CCCO1.CO.CO.CO.CO.CO. For the energy, the calculation gives -74127.814 eV. As for the LUMO energy: 0.39 eV. The total charge is 0.



- The highest gap between HOMO and LUMO belongs to which entry?
  C33H62O19